1) Density functional theory data (wB97M-V/def2-TZVPD) for a cluster of 3 separate species, C10H21NS in total.

Properties
**HOMO energy**: -8.4 eV

Last column: natural (NBO) charge in e.
CARTESIAN COORDINATES (ANGSTROEM)
C -4.04 1.37 -2.18  -0.394
C -5.25 1.69 -2.53  -0.386
C 3.72 -0.71 -1.24  0.299
C 4.34 -1.70 -0.49  -0.743
C 0.84 1.66 -0.69  -0.624
C 1.15 2.06 1.89  -0.613
C -0.59 -1.80 -0.20  -0.602
C -0.98 -1.56 2.32  -0.627
C 0.65 1.19 0.80  -0.314
C 0.09 -1.69 1.19  -0.357
N 3.30 0.01 -2.04  -0.339
S 1.38 -0.47 1.14  0.171
H -3.12 1.24 -2.69  0.206
H -3.88 0.99 -1.10  0.182
H -6.13 1.64 -1.85  0.198
H -5.60 2.04 -3.57  0.195
H 4.88 -1.32 0.32  0.257
H 5.16 -2.29 -0.95  0.259
H 3.54 -2.48 -0.21  0.261
H 0.14 2.51 -0.97  0.213
H 1.90 1.83 -0.87  0.225
H 0.67 0.74 -1.21  0.225
H 0.58 3.05 1.80  0.205
H 2.18 2.20 1.72  0.207
H 0.90 1.62 2.87  0.221
H 0.22 -1.91 -0.82  0.213
H -1.26 -2.72 -0.30  0.204
H -1.16 -0.92 -0.29  0.200
H -0.63 -0.95 3.19  0.219
H -1.12 -2.54 2.76  0.213
H -1.97 -1.21 1.92  0.206
H -0.44 1.10 0.92  0.203
H 0.54 -2.64 1.36  0.220


2) Density functional theory data (wB97M-V/def2-TZVPD) for an isolated molecule of C10H21NS.

Properties
**HOMO energy**: -7.1 eV

Last column: natural (NBO) charge in e.
CARTESIAN COORDINATES (ANGSTROEM)
C -0.93 1.35 -2.50  -0.476
C -0.92 2.71 -1.73  -0.391
C -1.17 1.45 -0.94  0.065
C -2.61 1.31 -0.46  -0.617
C -1.44 -1.45 2.31  -0.648
C 0.17 0.49 2.48  -0.622
C 2.34 -0.42 -1.51  -0.628
C 1.92 -2.63 -0.41  -0.627
C -0.16 -0.95 1.95  -0.239
C 1.78 -1.12 -0.30  -0.285
N -0.12 1.14 -0.06  -0.699
S -0.06 -0.86 0.02  0.660
H -1.83 1.32 -3.12  0.195
H -0.18 0.87 -3.14  0.220
H -0.01 3.17 -1.65  0.212
H -1.79 3.41 -1.72  0.204
H -2.86 2.06 0.32  0.206
H -2.64 0.30 -0.15  0.196
H -3.24 1.45 -1.26  0.201
H -2.13 -0.64 2.05  0.220
H -1.83 -2.26 1.70  0.220
H -1.47 -1.76 3.29  0.225
H 0.94 0.92 1.88  0.249
H 0.64 0.33 3.49  0.193
H -0.54 1.28 2.70  0.235
H 3.26 -0.85 -1.80  0.214
H 1.67 -0.61 -2.30  0.210
H 2.40 0.64 -1.55  0.247
H 2.98 -2.73 -0.43  0.213
H 1.35 -2.90 -1.32  0.214
H 1.69 -3.19 0.46  0.214
H 0.61 -1.68 2.22  0.206
H 2.35 -0.90 0.67  0.214


Verdict on stability: 2) comes out at the bottom.


1) Density functional theory data (wB97M-V/def2-TZVPD) for a cluster of 2 separate species, C2H6ClFSi in total.

Properties
**HOMO energy (spin up / spin down)**: -8.2 / -9.1 eV

Last column: natural (NBO) charge in e.
CARTESIAN COORDINATES (ANGSTROEM)
C -0.27 -2.03 -0.97  -0.491
C 0.02 2.00 0.73  -1.141
F -2.25 3.58 0.19  -0.661
Si -1.06 2.81 -0.60  1.457
Cl -0.15 4.26 -1.68  -0.403
H -0.73 -1.62 -1.83  0.165
H 0.62 -2.61 -1.05  0.165
H -0.74 -1.93 -0.01  0.161
H 0.29 2.74 1.48  0.250
H -0.51 1.19 1.22  0.250
H 0.93 1.60 0.30  0.248


2) Density functional theory data (wB97M-V/def2-TZVPD) for a cluster of 2 separate species, C2H6ClFSi in total.

Properties
**HOMO energy**: -8.8 eV

Last column: natural (NBO) charge in e.
CARTESIAN COORDINATES (ANGSTROEM)
C -0.95 1.03 0.35  -1.293
C 0.87 -1.79 -0.15  -0.963
F 0.82 2.63 1.09  -0.757
Si -0.24 -0.18 -0.79  1.606
Cl -0.29 0.52 -2.69  -0.320
H -1.20 0.39 1.35  0.260
H -0.13 1.71 0.80  0.427
H -1.82 1.66 0.17  0.287
H 1.71 -1.30 0.26  0.261
H 0.21 -2.24 0.58  0.250
H 1.03 -2.44 -0.95  0.242


Verdict on stability: 2) comes out at the bottom.


1) Density functional theory data (wB97M-V/def2-TZVPD) for an isolated molecule of ClFOS.

Properties
**HOMO energy**: -11.8 eV

Last column: natural (NBO) charge in e.
CARTESIAN COORDINATES (ANGSTROEM)
O 0.22 -1.30 -0.78  -0.801
F -0.09 1.35 -0.71  -0.520
S -0.54 -0.26 -0.22  1.608
Cl 0.41 0.21 1.71  -0.288


2) Density functional theory data (wB97M-V/def2-TZVPD) for an isolated molecule of ClFOS.

Properties
**HOMO energy (spin up / spin down)**: -10.1 / -10.1 eV

Last column: natural (NBO) charge in e.
CARTESIAN COORDINATES (ANGSTROEM)
O 0.04 -0.83 -1.59  -0.653
F -1.34 0.17 0.78  -0.446
S 0.09 -0.44 0.50  1.142
Cl 1.21 1.10 0.30  -0.043


Verdict on stability: 2) comes out at the bottom.


1) Density functional theory data (wB97M-V/def2-TZVPD) for an isolated molecule of C7H14N2.

Properties
**HOMO energy**: -8.3 eV

Last column: natural (NBO) charge in e.
CARTESIAN COORDINATES (ANGSTROEM)
C -3.43 0.06 -0.40  -0.605
C -1.88 0.11 -0.27  -0.500
C -1.33 -0.90 0.67  0.046
C 2.13 -1.27 -0.07  -0.210
C 2.56 0.04 -0.72  -0.419
C 1.18 0.57 -0.38  -0.063
C 1.24 1.26 1.01  -0.653
H -3.78 -0.95 -0.52  0.211
H -3.89 0.49 0.54  0.202
H -3.86 0.63 -1.24  0.218
H -1.44 -0.18 -1.28  0.221
H -1.45 1.14 -0.18  0.224
H -2.03 -1.35 1.36  0.184
H 2.52 -1.36 0.97  0.189
H 2.34 -2.12 -0.70  0.196
H 2.80 -0.13 -1.76  0.216
H 3.38 0.67 -0.24  0.204
H 0.55 1.11 -1.16  0.199
H 0.27 1.08 1.65  0.230
H 1.26 2.44 0.76  0.220
H 2.19 0.84 1.49  0.217
N -0.10 -1.32 0.70  -0.238
N 0.77 -0.84 -0.24  -0.291


2) Density functional theory data (wB97M-V/def2-TZVPD) for a cluster of 2 separate species, C7H14N2 in total.

Properties
**HOMO energy**: -8.2 eV

Last column: natural (NBO) charge in e.
CARTESIAN COORDINATES (ANGSTROEM)
C -3.01 -1.56 -0.41  -0.620
C -3.29 -0.12 -0.42  -0.611
H -1.93 -1.81 -0.68  0.203
H -3.31 -2.06 0.48  0.199
H -3.68 -1.94 -1.16  0.209
H -3.50 0.27 0.55  0.205
H -2.34 0.38 -0.87  0.212
H -4.15 0.17 -1.06  0.202
C 2.17 0.85 -1.03  -0.422
C 3.47 1.60 -0.56  -0.605
C 1.28 0.55 0.13  0.117
C 1.11 -0.85 0.46  -0.120
C 0.03 0.34 1.97  0.121
N 0.64 1.21 1.10  -0.464
N 0.29 -0.93 1.54  -0.500
H 1.53 1.48 -1.75  0.215
H 2.48 -0.09 -1.58  0.213
H 4.14 0.91 -0.07  0.205
H 1.41 -1.64 -0.09  0.194
H -0.31 0.59 2.93  0.201
H -0.20 -1.76 1.83  0.418
H 3.15 2.49 0.16  0.223
H 4.02 1.90 -1.46  0.206


Verdict on stability: 1) comes out at the bottom.